(1)
Here is a 3-piece molecular cluster, C29H37F10O10P2S overall from the OMol25 dataset. Energies are from the ωB97M-V functional and the def2-TZVPD basis.

spin multiplicity = 1
orbital gap = 3.22 eV
charge = -1
LUMO = -0.6 eV

Cartesian coordinates (Å):
C -2.11892 -2.68183 1.88776
C -1.60134 -1.54615 2.78887
C -0.51344 -0.78911 2.06758
O 0.60268 -1.23776 1.94627
O -0.86765 0.40739 1.54629
C -1.32608 0.31502 0.14121
C -0.81069 1.50683 -0.63533
P -0.22700 1.27733 -2.46457
F -1.37210 2.46900 -2.99708
C 1.17466 0.05504 -1.82669
C 0.90144 -1.38736 -1.65023
O 0.94024 -2.24210 -2.52072
C -1.51002 -0.07009 -2.89178
C -2.83619 0.38752 -3.52451
C -3.79472 1.04363 -2.53614
O -4.51952 2.14846 -3.11336
C -4.11596 3.40773 -2.81373
C -3.94396 3.75437 -1.35274
O -3.98235 4.23173 -3.67637
C 0.94948 2.82503 -2.30589
C 0.51403 4.06106 -1.50315
C 1.13937 4.37645 -0.15128
F 0.32161 4.00060 0.88080
F 1.27891 5.73522 -0.00745
C 2.52193 3.77002 0.24352
F 2.53757 2.45016 0.15883
F 2.71969 4.06480 1.53741
S 4.06438 4.44764 -0.65064
F 3.97583 5.78649 0.19504
F 4.98826 3.79832 0.47748
F 4.22161 3.12693 -1.51100
F 3.19747 5.09816 -1.80369
F 5.36811 5.02063 -1.34916
P 0.48031 1.09535 -4.66620
C 2.26918 1.58647 -4.74199
O 0.65876 -0.53486 -5.01167
H -2.63273 -3.42523 2.49256
H -2.77980 -2.27327 1.12331
H -1.26899 -3.14212 1.37953
H -2.40498 -0.85321 3.03543
H -1.16822 -1.94110 3.70794
H -2.41916 0.31642 0.19553
H -1.02926 -0.66094 -0.23417
H 0.05800 1.84763 -0.07769
H -1.58010 2.27877 -0.61458
H 2.06109 0.09461 -2.46585
H 1.52291 0.42304 -0.85830
H 0.70231 -1.72090 -0.61169
H -1.09358 -0.77534 -3.61357
H -1.78052 -0.70354 -2.04041
H -3.32117 -0.54223 -3.85580
H -2.72532 0.97315 -4.43310
H -4.55431 0.33283 -2.20195
H -3.23535 1.34947 -1.65462
H -4.67793 4.50867 -1.07959
H -2.93406 4.14317 -1.22376
H -4.05247 2.88417 -0.70880
H 1.98747 2.54995 -2.15125
H 0.90224 3.21037 -3.32701
H -0.56413 4.12499 -1.35768
H 0.75096 4.95097 -2.09086
H 2.32135 2.65613 -4.95615
H 2.73698 1.05564 -5.57067
H 2.83043 1.41609 -3.81942
H 1.35863 -0.94038 -4.48153
C 6.56444 -2.12177 0.87070
C 6.05547 -1.34128 -0.07772
C 4.58957 -1.11270 -0.18128
O 4.12606 -0.40144 -1.04385
C 3.71764 -1.78054 0.81901
C 4.23200 -2.55914 1.76732
C 5.69135 -2.79291 1.86821
O 6.16484 -3.50206 2.73330
H 7.62721 -2.30588 0.96645
H 6.67056 -0.83990 -0.81446
H 2.65490 -1.59008 0.74087
H 3.61432 -3.05132 2.50756
C -2.63704 -5.72986 5.32203
C -2.64917 -6.66323 6.26940
C -3.84621 -6.88184 7.12052
O -3.85820 -7.73074 7.98512
C -5.03020 -6.01949 6.87300
C -5.01882 -5.08604 5.92596
C -3.82131 -4.86861 5.07570
O -3.80908 -4.01953 4.21116
H -1.77644 -5.55121 4.68960
H -1.79894 -7.30319 6.46733
H -5.89049 -6.19787 7.50537
H -5.86830 -4.44525 5.72712

---

(2)
Here is a 9-piece molecular cluster, C29H37F3O27 overall from the OMol25 dataset. Energies are from the ωB97M-V functional and the def2-TZVPD basis.

spin multiplicity = 2
⟨S²⟩ = 0.755
orbital gap (alpha / beta) = 8.86 / 2.78 eV
charge = +1
LUMO (alpha / beta) = -3.4 / -9.5 eV
energy above the lowest of the compared OMol25 structures with the same formula, charge and spin = 0.0 kcal per mole

Cartesian coordinates (Å):
C -4.67471 3.35594 1.91328
C -3.82508 3.07487 3.11858
O -2.55680 2.80264 2.57164
C -2.67363 2.37327 1.32298
O -1.73268 1.95475 0.68424
O -4.01118 2.55426 0.97568
H -4.75651 4.42489 1.71646
H -5.65496 2.88159 1.96035
H -4.38387 2.24675 3.55453
H -3.90125 3.90807 3.81719
C 4.89045 1.04914 -5.44325
C 5.48246 -0.27940 -5.20605
O 4.54691 -0.89071 -4.39117
C 3.77276 -0.02051 -3.84739
O 2.83937 -0.32677 -3.12495
O 4.00775 1.25576 -4.36826
H 4.20833 1.05132 -6.29344
H 5.68042 1.79048 -5.56346
H 6.39773 -0.16648 -4.62499
H 5.56909 -0.94411 -6.06556
C 4.56402 -1.26858 -0.17167
C 5.65327 -1.65034 -1.14365
O 5.78617 -2.99992 -0.87232
C 5.14711 -3.39205 0.17056
O 5.18139 -4.51155 0.68884
O 4.46826 -2.40089 0.70334
H 3.62152 -1.17417 -0.71101
H 4.89333 -0.32174 0.25629
H 6.48201 -1.00222 -0.85866
H 5.32218 -1.48722 -2.16925
C 0.22234 1.69262 -3.77268
C 1.06607 2.49304 -2.83145
O 0.20707 3.63351 -2.65622
C -1.04851 3.41682 -3.01197
O -1.96608 4.18187 -2.78949
O -1.11579 2.17229 -3.59863
H 0.09206 0.61830 -3.64250
H 0.54689 1.82605 -4.80465
H 1.98379 2.81568 -3.32319
H 1.25318 2.05094 -1.85287
C 3.12430 3.42665 1.06215
C 1.57050 3.12630 1.22644
C 0.90041 3.52626 2.49675
O 0.22178 4.69364 2.08936
C 0.15611 4.79346 0.82740
O -0.63676 5.50040 0.14798
O 1.09683 4.06053 0.26366
H 3.60136 3.39414 0.08263
H 3.81339 2.83293 1.66279
H 3.23938 4.48598 1.29164
H 1.30490 2.11933 0.90461
H 1.65559 3.79420 3.23567
H 0.25927 2.72157 2.85662
C -3.39909 -5.06837 0.05114
C -3.99622 -4.32514 1.31043
C -2.94054 -3.84067 2.33236
O -3.17541 -2.49884 2.52662
C -3.95186 -2.03516 1.53466
O -4.32027 -0.87182 1.47190
O -4.35147 -3.03682 0.76695
H -2.48792 -4.64141 -0.36788
H -4.15361 -5.14273 -0.73198
H -3.16775 -6.08609 0.36550
H -4.82202 -4.94726 1.65554
H -1.95307 -4.03956 1.91590
H -2.97996 -4.49594 3.20251
C -4.53346 0.44330 -2.06356
C -5.09090 1.82972 -2.31224
O -6.39900 1.74920 -1.98287
C -6.81491 0.54165 -1.93474
O -8.04140 0.19249 -1.75123
O -5.73542 -0.28827 -2.24728
F -4.92459 2.04561 -3.61574
H -4.01082 0.30046 -1.11775
H -3.73876 0.15342 -2.75096
H -4.54238 2.57483 -1.73601
C 0.11541 -0.71520 -0.73112
C -0.79546 -1.35684 0.27114
O -0.11813 -1.38968 1.45294
C 1.11132 -0.84190 1.31074
O 1.89536 -0.72578 2.19320
O 1.23496 -0.38233 0.07790
F -1.02879 -2.61090 -0.21126
H -0.41370 0.19460 -1.01466
H 0.52860 -1.26923 -1.57398
H -1.71141 -0.76810 0.32133
C 2.08122 -2.87428 4.15217
C 1.95936 -4.33509 4.73324
O 1.01932 -4.19934 5.71564
C 0.76102 -2.89253 5.98827
O -0.01559 -2.47437 6.79568
O 1.46927 -2.07489 5.16521
F 3.14177 -4.72172 5.25931
H 1.58342 -2.64165 3.21080
H 3.11890 -2.62679 3.92839
H 1.70162 -5.07023 3.97085

---

(3)
Here is C29H38AsN4NaO4S4 as an isolated structure from the OMol25 dataset. Energies are from the ωB97M-V functional and the def2-TZVPD basis.

spin multiplicity = 1
orbital gap = 7.59 eV
LUMO = -0.1 eV
energy above the lowest of the compared OMol25 structures with the same formula, charge and spin = 1.2 kcal per mole

Cartesian coordinates (Å):
Na -0.06832 0.50659 -0.11045
C 4.56585 -0.31121 0.23857
C 4.43203 -1.56890 -0.61703
S 3.09532 -1.41762 -1.82896
C 2.40024 -3.08959 -1.80166
C 1.66655 -3.47668 -0.52261
S 0.29156 -2.34276 -0.23273
C -0.51646 -3.08765 1.19329
C 0.23988 -2.93530 2.50910
S 0.43287 -1.19556 2.99511
C 2.16911 -1.18983 3.51360
C 3.18204 -1.32501 2.38741
S 3.13433 0.09518 1.26738
H 4.72000 0.56299 -0.39700
H 5.44859 -0.39803 0.87643
H 4.24085 -2.43764 0.01208
H 5.37458 -1.74726 -1.13764
H 3.19041 -3.80855 -2.02508
H 1.70162 -3.10776 -2.63999
H 2.35381 -3.49083 0.32452
H 1.26548 -4.48715 -0.63469
H -0.71263 -4.14408 0.99676
H -1.47503 -2.56859 1.23979
H 1.23316 -3.38139 2.43564
H -0.29699 -3.46813 3.29563
H 2.32721 -1.98307 4.24590
H 2.31036 -0.24291 4.03503
H 2.98762 -2.23722 1.82450
H 4.18767 -1.39983 2.81025
O -1.43133 2.37350 -0.55069
C -2.64467 2.48095 -0.44427
C -3.59937 1.50082 0.02735
C -4.92704 1.94360 0.07205
C -5.92464 1.12212 0.52526
C -5.63836 -0.18468 0.96068
C -4.35869 -0.64490 0.92542
C -3.25919 0.15811 0.45152
O -2.09266 -0.31526 0.41827
N -7.29430 1.60678 0.55764
O -7.51224 2.74920 0.18653
O -8.15600 0.85408 0.98161
H -3.11336 3.44258 -0.73125
H -5.17608 2.94671 -0.25004
H -6.44927 -0.80475 1.31596
H -4.12026 -1.64914 1.25310
C 1.22463 2.43601 3.96487
As 0.23756 2.41948 2.26997
C 0.40456 4.32862 1.86834
C -1.55167 2.45203 3.05829
H 0.96672 3.32737 4.53780
H 2.29826 2.41923 3.78125
H 0.94571 1.55729 4.54760
H 0.10510 4.93497 2.72359
H -0.22731 4.56320 1.01233
H 1.43797 4.55745 1.60891
H -1.62618 3.24113 3.80713
H -1.74731 1.48588 3.52362
H -2.30178 2.61272 2.28564
C -1.52827 0.52715 -4.28891
C -1.10943 0.25189 -2.99609
N 0.15079 0.42383 -2.59394
C 1.03853 0.85225 -3.48411
C 0.72787 1.13322 -4.81136
C -0.59753 0.98877 -5.20455
C 1.78831 1.59513 -5.73294
C 2.91980 0.94769 -6.00203
C 3.28605 -0.41887 -5.56710
C 2.38700 -1.48193 -5.55853
C 2.88799 -2.72438 -5.22209
N 4.16061 -2.92117 -4.88374
C 4.92952 -1.83925 -4.91113
N 4.57295 -0.60679 -5.25717
H -2.56453 0.38715 -4.56529
H -1.80946 -0.10434 -2.24557
H 2.05744 0.97581 -3.13263
H -0.89017 1.21313 -6.22392
H 1.64318 2.57439 -6.17797
H 3.68193 1.44008 -6.59486
H 1.35205 -1.35019 -5.83683
H 2.24625 -3.59943 -5.22749
H 5.97158 -1.97843 -4.64365

---

| no. | maximum force (eV/A) |
| --- | --- |
| 1 | 0.9 |
| 2 | 7.5 |
| 3 | 0.3 |